ORCA calculation (the ωB97M-V functional and the def2-TZVPD basis) on a structure of composition C5H12HoO3.

CARTESIAN COORDINATES (ANGSTROEM)
C  -2.43369  -0.07100  1.86296
H  -3.36910  -0.40545  1.39949
H  -2.57702  0.93987  2.25578
H  -2.07447  -0.72871  2.66453
O  -1.42605  0.00951  0.84568
C  -0.86432  -1.16802  0.44492
H  -0.40584  -1.68029  1.30481
H  -1.52860  -1.75057  -0.20570
O  0.01710  2.19642  -1.56921
C  -0.37733  1.19831  -2.24135
C  0.58711  -0.66445  -0.64132
O  1.34962  0.17732  0.22282
C  2.76050  0.04611  0.12840
Ho  0.36168  2.23181  0.74394
H  -0.02026  1.04230  -3.27496
H  -1.38601  0.80598  -2.01020
H  1.03648  -0.52885  -1.63746
H  1.00151  -1.68606  -0.61548
H  3.20479  0.54707  0.99473
H  3.03619  -1.01708  0.13635
H  3.10770  0.50578  -0.80874

Output
orbital gap (alpha / beta) = 6.2 / 9.4 eV
multiplicity = 6
charge = +2


ORCA calculation (the ωB97M-V functional and the def2-TZVPD basis) on a cluster of 2 separate species, C3H8BNO2 in total.

CARTESIAN COORDINATES (ANGSTROEM)
B  -0.68193  -0.77322  1.74685
C  0.21661  -0.07604  -1.22751
C  0.21042  1.43310  -1.40526
C  1.10932  -0.57188  -0.29789
N  -0.57775  -0.71946  -1.99380
O  -1.19478  -1.97808  2.01094
O  -0.64993  0.25841  2.57035
H  0.04542  2.05096  -0.41547
H  1.24284  1.84944  -1.91861
H  -0.54351  1.76589  -1.96661
H  1.26444  -1.57598  -0.08044
H  1.89404  -0.13244  0.23164
H  -0.62933  -1.68104  -1.92897
H  -1.26451  -2.31103  2.91002
H  -1.32867  0.43061  3.24005

Output
orbital gap (alpha / beta) = 7.1 / 8.3 eV
ΔE to the lowest compared entry with this formula, charge and spin = 20.6 kcal/mol
multiplicity = 3
charge = 0


no.,F_max (Eh/bohr),electronic energy (a.u.)
1,0.07966,-1370.6701
2,0.10810,-349.0811